1.
{
  "formula": "CH5N2P",
  "method": "wB97M-V/def2-TZVPD",
  "multiplicity": 1,
  "total_charge": 0,
  "e_above_lowest_kcal_mol": 132.98,
  "total_energy_ev": -13380.8028,
  "e_homo_ev": [-7.7518, -7.2687],
  "e_lumo_ev": [-0.90, -1.35],
  "symbols": ["C", "N", "N", "P", "H", "H", "H", "H", "H"],
  "xyz": [[-1.1086, 0.4309, -0.1574], [3.1458, -0.2779, 0.3329], [0.1425, -0.3074, 0.1669], [0.9264, -0.1210, 1.5974], [-1.2405, 0.9846, 0.8844], [-0.7991, 1.1364, -0.9515], [-2.1389, -0.0283, -0.3537], [3.4791, 0.1930, 1.1646], [0.6187, -0.9144, -0.4992]],
  "forces_ev_per_a": [[-0.162, 1.556, 2.139], [-1.711, -0.313, 0.063], [-0.290, -0.677, 0.851], [0.772, -0.252, -1.377], [-0.065, -0.566, -2.427], [-0.736, -0.168, 0.376], [1.984, -0.279, -0.022], [0.601, 0.383, 0.630], [-0.393, 0.316, -0.233]]
}

2.
{
  "formula": "CH5N2PS",
  "method": "wB97M-V/def2-TZVPD",
  "multiplicity": 1,
  "total_charge": 0,
  "e_above_lowest_kcal_mol": 52.19,
  "total_energy_ev": -24219.7358,
  "e_homo_ev": -8.5763,
  "e_lumo_ev": -0.19,
  "symbols": ["C", "N", "N", "P", "S", "H", "H", "H", "H", "H"],
  "xyz": [[1.2524, 0.6229, 0.7443], [1.0551, -0.7583, 0.4709], [0.1642, -1.1942, -0.2303], [-1.2527, -0.4540, -0.7589], [-2.2502, 0.9859, 0.1346], [1.2191, 0.6920, 1.7692], [0.3702, 1.1060, 0.4375], [2.3156, 0.7391, 0.3068], [-2.0705, -1.5968, -0.9144], [-0.8032, -0.1424, -1.9597]],
  "forces_ev_per_a": [[1.137, -0.978, -1.716], [1.560, -1.862, -0.172], [-0.014, -1.143, 0.745], [-2.554, 1.066, 1.661], [0.458, -0.554, -0.220], [0.743, 0.392, 2.622], [-0.409, 1.834, -1.175], [-1.920, 0.775, 0.702], [0.497, 0.142, -0.108], [0.501, 0.327, -2.340]]
}

3.
{
  "formula": "CH5N2S",
  "method": "wB97M-V/def2-TZVPD",
  "multiplicity": 1,
  "total_charge": 1,
  "e_above_lowest_kcal_mol": 110.75,
  "total_energy_ev": -14921.6632,
  "e_homo_ev": [-14.1810, -12.9771],
  "e_lumo_ev": [-5.42, -6.06],
  "symbols": ["C", "N", "N", "S", "H", "H", "H", "H", "H"],
  "xyz": [[-0.0997, 0.5668, -0.5654], [-1.4242, -1.0544, 0.7662], [1.1237, 0.7184, -0.4388], [-0.8677, -2.2103, 1.6168], [-0.5917, 0.9180, -1.4397], [-1.5822, -0.2572, 1.3633], [1.4021, 1.4938, -1.0997], [1.8771, 0.3887, 0.2383], [-1.0667, -3.1556, 0.6397]],
  "forces_ev_per_a": [[-2.244, -3.169, 2.070], [-0.789, 2.292, -1.604], [3.266, 2.567, -1.031], [0.795, -2.290, 0.298], [-0.537, 0.784, -0.499], [-0.091, 0.584, 0.121], [1.077, -1.203, 0.756], [-1.842, 0.354, -0.737], [0.364, 0.081, 0.626]]
}

4.
{
  "formula": "CH5N2S",
  "method": "wB97M-V/def2-TZVPD",
  "multiplicity": 1,
  "total_charge": 1,
  "e_above_lowest_kcal_mol": 5.68,
  "total_energy_ev": -14926.2194,
  "e_homo_ev": -15.1921,
  "e_lumo_ev": -4.30,
  "symbols": ["C", "N", "N", "S", "H", "H", "H", "H", "H"],
  "xyz": [[0.6892, -0.3631, -0.1834], [-0.5518, -0.7242, -0.2728], [0.9895, 0.9585, -0.2116], [-1.9993, 0.1791, -0.1922], [1.3739, -1.1355, -0.0689], [-0.6625, -1.7377, -0.1054], [0.2238, 1.6095, -0.2808], [-1.9409, -0.0241, 1.1422], [1.8781, 1.2374, 0.1729]],
  "forces_ev_per_a": [[-1.240, 4.673, -0.152], [-0.201, -2.958, -0.019], [0.393, -2.770, 0.347], [0.249, 0.198, 0.536], [1.627, -0.907, 0.170], [-0.218, 0.720, -0.569], [-0.010, 0.256, 0.093], [-0.697, 0.487, -0.062], [0.097, 0.300, -0.344]]
}

5.
{
  "formula": "CH5N2S",
  "method": "wB97M-V/def2-TZVPD",
  "multiplicity": 1,
  "total_charge": 1,
  "e_above_lowest_kcal_mol": 42.73,
  "total_energy_ev": -14924.6131,
  "e_homo_ev": -13.9185,
  "e_lumo_ev": -4.08,
  "symbols": ["C", "N", "N", "S", "H", "H", "H", "H", "H"],
  "xyz": [[0.7438, -0.2966, -0.0007], [0.7633, -0.9632, -1.2415], [-0.4803, 0.6631, 0.0962], [1.9054, 0.3732, -1.1750], [0.9614, -0.7262, 0.9959], [1.0850, -1.9216, -1.2996], [-0.9890, 0.7301, 1.0477], [-1.1066, 0.4559, -0.6887], [-0.0044, 1.4695, -0.0355]],
  "forces_ev_per_a": [[-0.179, -0.251, 0.157], [-1.248, 0.418, 0.147], [-1.544, -3.414, 2.271], [0.435, -0.490, 0.457], [0.151, 0.162, -0.881], [0.548, 0.024, 0.330], [0.841, -0.519, -1.876], [-0.067, 0.128, 0.146], [1.061, 3.943, -0.750]]
}

6.
{
  "formula": "CH5N2S",
  "method": "wB97M-V/def2-TZVPD",
  "multiplicity": 1,
  "total_charge": 1,
  "e_above_lowest_kcal_mol": 97.61,
  "total_energy_ev": -14922.2330,
  "e_homo_ev": [-14.5572, -14.6867],
  "e_lumo_ev": [-8.93, -8.90],
  "symbols": ["C", "N", "N", "S", "H", "H", "H", "H", "H"],
  "xyz": [[0.4440, 0.1499, -0.2514], [1.7080, 0.0199, -0.4897], [-0.2047, -0.2998, 0.7232], [-3.0859, 0.3704, -0.2608], [-0.0724, 0.6817, -1.0401], [2.1924, 0.5771, -1.1803], [2.3915, -0.4778, 0.0086], [-0.0454, -0.9591, 1.4847], [-3.3274, -0.0623, 1.0057]],
  "forces_ev_per_a": [[-0.286, 0.127, -0.737], [2.647, 0.703, -1.549], [-3.523, -0.194, 0.886], [1.308, -0.553, 0.944], [-0.167, 0.351, 0.146], [-0.675, 0.108, -0.292], [0.291, -0.985, 1.386], [0.487, 0.325, -0.520], [-0.083, 0.118, -0.265]]
}

7.
{
  "formula": "CH5N2S2",
  "method": "wB97M-V/def2-TZVPD",
  "multiplicity": 1,
  "total_charge": 1,
  "e_above_lowest_kcal_mol": 10.50,
  "total_energy_ev": -25761.9442,
  "e_homo_ev": -13.9926,
  "e_lumo_ev": -4.41,
  "symbols": ["C", "N", "N", "S", "S", "H", "H", "H", "H", "H"],
  "xyz": [[0.3957, 0.1703, 0.0481], [-0.4118, -0.8380, 0.0297], [1.1461, 0.4789, 1.1124], [-0.4461, 0.3034, -2.9307], [0.5659, 1.2711, -1.3686], [-1.0096, -0.8235, -0.7458], [-0.5129, -1.5176, 0.7303], [1.7540, 1.2721, 0.8031], [-0.9567, 1.4614, -3.1275], [1.5488, 0.1041, 1.9458]],
  "forces_ev_per_a": [[0.708, 0.151, 1.218], [0.236, 0.643, -0.685], [1.488, 3.302, -2.802], [1.222, -1.056, 0.992], [0.232, -0.914, 0.743], [-1.274, -0.669, -1.196], [-0.078, -0.803, 1.075], [-0.472, -0.768, 0.912], [-1.315, 1.429, -0.631], [-0.747, -1.314, 0.375]]
}

8.
{
  "formula": "CH5N3",
  "method": "wB97M-V/def2-TZVPD",
  "multiplicity": 1,
  "total_charge": 0,
  "e_above_lowest_kcal_mol": 61.26,
  "total_energy_ev": -5586.3199,
  "e_homo_ev": -9.1956,
  "e_lumo_ev": 1.02,
  "symbols": ["C", "H", "H", "H", "H", "H", "N", "N", "N"],
  "xyz": [[-0.2259, 0.6072, -0.4033], [0.3963, -0.5114, 2.3979], [1.8262, -0.4583, 1.3278], [-0.3441, -1.5732, -0.0965], [0.4298, 1.3084, 0.1794], [-1.2763, 0.3400, -2.0752], [0.8128, -0.7904, 1.3741], [0.0018, -0.6262, 0.2173], [-0.7684, 1.0239, -1.4934]],
  "forces_ev_per_a": [[1.532, 0.276, -0.133], [0.912, -0.559, -3.782], [-2.204, -0.419, -0.423], [0.402, 2.029, 0.177], [-0.977, -0.051, -0.497], [0.362, 0.048, 0.666], [0.323, 1.094, 2.637], [-0.404, -1.528, 0.279], [0.055, -0.890, 1.077]]
}